A single C9H8 molecule, computed with ωB97M-V with the def2-TZVPD basis set.

Each line ends with the Mulliken charge.
Cartesian coordinates (Å):
1 C -0.370 0.207 -3.358  -1.118
2 C -0.267 -0.159 -2.107  0.276
3 C -0.329 -0.659 -0.915  0.491
4 C -0.525 -1.628 0.182  -0.024
5 C -1.290 -2.858 0.479  -0.996
6 C -0.195 -0.419 0.603  -0.019
7 C 0.423 0.577 1.343  -0.538
8 C 1.083 1.572 1.555  0.833
9 C 1.673 2.834 2.021  -1.249
10 H -1.442 0.467 -3.657  0.210
11 H 0.424 0.030 -4.013  0.290
12 H -1.714 -3.233 -0.502  0.304
13 H -2.160 -2.634 1.202  0.293
14 H -0.647 -3.596 0.934  0.297
15 H 2.627 2.827 1.602  0.316
16 H 1.579 3.032 3.050  0.335
17 H 1.130 3.640 1.581  0.301

Values from the calculation:
Spin multiplicity: 1
Structure (SMILES): C=C=C1C(C)=C1C#CC


C9H8Cl2N2O2 as an isolated structure, computed with ωB97M-V with the def2-TZVPD basis set.

Each line ends with the Mulliken charge.
Cartesian coordinates (Å):
1 C -2.841 -0.200 1.052  -0.640
2 C -1.955 -0.155 2.127  -0.354
3 C -2.318 0.321 -0.172  -0.271
4 C -0.600 0.108 1.973  -0.103
5 C -0.971 0.681 -0.326  -0.257
6 C -0.104 0.480 0.785  0.151
7 C 1.299 0.729 0.514  0.209
8 C 2.922 -0.528 -1.646  -1.176
9 C 2.028 -0.844 -0.435  0.592
10 N 1.935 1.761 0.786  -0.503
11 N 2.796 -1.156 0.697  1.012
12 O 2.299 -1.723 1.664  -0.618
13 O 3.929 -0.754 0.631  -0.542
14 Cl 0.627 -1.811 -0.727  -0.099
15 Cl 3.531 2.167 0.507  -0.047
16 H -3.896 -0.345 1.353  0.335
17 H -2.357 -0.261 3.182  0.289
18 H -2.968 0.597 -1.014  0.329
19 H -0.011 -0.158 2.877  0.329
20 H -0.611 1.116 -1.253  0.394
21 H 3.696 -1.314 -1.648  0.358
22 H 2.338 -0.669 -2.555  0.390
23 H 3.455 0.441 -1.839  0.224

Values from the calculation:
Spin multiplicity: 1


A single C9H8Cl3P molecule, computed with ωB97M-V with the def2-TZVPD basis set.

Each line ends with the Mulliken charge.
Cartesian coordinates (Å):
1 C 3.669 -0.152 -0.016  -1.253
2 C 2.164 -0.085 0.215  1.002
3 C 1.718 -0.022 1.521  -0.864
4 C 0.314 0.053 1.637  -0.670
5 C -0.518 0.160 0.541  1.172
6 P -2.238 0.419 1.038  0.014
7 C -3.248 0.782 -0.700  -0.112
8 Cl -4.562 1.759 -0.436  -0.148
9 C -3.524 -0.665 -0.508  0.108
10 Cl -5.010 -1.236 0.107  -0.128
11 Cl -2.720 -1.794 -1.605  -0.148
12 C -0.048 0.037 -0.765  -0.139
13 C 1.329 -0.011 -0.897  -1.029
14 H 3.807 -1.076 -0.536  0.337
15 H 3.875 0.743 -0.619  0.324
16 H 4.079 -0.050 1.021  0.327
17 H 2.499 -0.024 2.305  0.254
18 H -0.176 0.218 2.754  0.084
19 H -2.562 1.036 -1.538  0.278
20 H -0.667 0.015 -1.583  0.383
21 H 1.820 -0.108 -1.936  0.208

Values from the calculation:
Spin multiplicity: 1
Structure (SMILES): Cc1ccc(P2[C@H](Cl)C2(Cl)Cl)cc1


C9H8ClFINS as an isolated structure, computed with ωB97M-V with the def2-TZVPD basis set.

Each line ends with the Mulliken charge.
Cartesian coordinates (Å):
1 C 1.078 -1.388 -0.309  -0.685
2 C -0.954 -2.717 -0.149  -0.873
3 C -0.969 -0.276 -0.018  -0.681
4 C 0.450 -0.206 -0.167  0.232
5 C 0.397 -2.616 -0.368  0.313
6 C -1.570 -1.524 0.048  1.199
7 C -0.194 1.972 -0.046  -0.871
8 C -1.432 1.107 0.321  0.035
9 C 2.225 1.556 -0.555  -1.114
10 N 0.968 1.032 0.031  -0.064
11 F 1.163 -3.706 -0.567  -0.324
12 S -1.733 1.269 2.220  -0.118
13 Cl -3.124 -1.556 0.589  -0.167
14 I -3.204 1.886 -0.531  0.181
15 H 2.088 -1.486 -0.483  0.442
16 H -1.514 -3.676 -0.130  0.401
17 H -0.138 2.467 -0.984  0.502
18 H 0.043 2.932 0.499  0.366
19 H 2.808 0.750 -0.162  0.389
20 H 2.446 1.594 -1.610  0.301
21 H 2.301 2.523 -0.125  0.378
22 H -1.136 0.064 2.497  0.158

Values from the calculation:
Spin multiplicity: 1


A single C9H8ClN5 molecule, computed with ωB97M-V with the def2-TZVPD basis set.

Each line ends with the Mulliken charge.
Cartesian coordinates (Å):
1 Cl -1.896 3.008 0.253  -0.072
2 N -1.298 1.541 -0.511  -0.216
3 N -0.024 1.560 -0.909  -0.033
4 C 1.043 0.833 -0.344  0.371
5 C 2.155 0.523 -1.128  -0.432
6 C 3.226 -0.133 -0.628  -0.732
7 C 3.133 -0.620 0.694  -0.342
8 C 2.065 -0.400 1.477  -0.993
9 C 0.981 0.297 0.896  0.286
10 C -1.967 0.426 -0.211  0.761
11 N -1.427 -0.698 -0.788  -0.429
12 C -2.065 -1.784 -0.439  0.003
13 N -3.154 -1.891 0.341  -0.549
14 C -3.666 -0.741 0.737  0.008
15 N -3.107 0.463 0.494  -0.613
16 H 0.099 1.936 -1.767  0.141
17 H 2.017 0.733 -2.131  0.387
18 H 4.007 -0.283 -1.327  0.392
19 H 3.996 -1.101 0.895  0.439
20 H 2.084 -0.788 2.453  0.451
21 H 0.149 0.548 1.527  0.404
22 H -1.658 -2.680 -0.837  0.441
23 H -4.694 -0.751 1.252  0.327

Values from the calculation:
Spin multiplicity: 1
Structure (SMILES): ClN(Nc1ccccc1)c1ncncn1


A single C9H8ClNS2 molecule, computed with ωB97M-V with the def2-TZVPD basis set.

Each line ends with the Mulliken charge.
Cartesian coordinates (Å):
1 Cl 0.953 -1.736 1.346  -0.186
2 C 1.849 -0.975 0.168  0.549
3 C 3.105 -0.551 0.472  -0.432
4 C 3.782 0.218 -0.445  -0.827
5 C 3.091 0.632 -1.587  -0.213
6 C 1.847 0.412 -1.858  -0.778
7 C 1.154 -0.254 -0.810  0.385
8 N -0.169 -0.468 -1.072  -0.607
9 C -1.075 0.141 -0.427  0.436
10 S -1.024 1.311 0.897  -0.074
11 C -2.651 1.506 1.368  -0.449
12 C -3.520 0.853 0.182  -0.654
13 S -2.698 -0.450 -0.739  -0.128
14 H 3.758 -0.954 1.263  0.309
15 H 4.737 0.372 -0.358  0.589
16 H 3.511 1.315 -2.358  0.252
17 H 1.288 0.641 -2.725  0.495
18 H -2.985 1.059 2.392  0.251
19 H -3.036 2.497 1.558  0.354
20 H -4.435 0.439 0.490  0.451
21 H -3.796 1.749 -0.527  0.277

Values from the calculation:
Spin multiplicity: 1
Structure (SMILES): Clc1ccccc1N=C1SCCS1


The records above yield relative energy (zero: lowest compared OMol25 entry of this formula, charge and spin) values of 531.9, 344.2, 0.0, 55.0, 0.0, 0.8 kJ/mol, respectively.
The records above yield maximum force values of 3.07, 4.47, 4.12, 3.05, 3.56, 5.86 eV Å⁻¹, respectively.